66
Properties=species:S:1:pos:R:3:forces:R:3 method="wB97M-V/def2-TZVPD" spin_multiplicity=2 largest_force_ev_per_a=0.5 total_charge=+2 total_energy_ha=-5533.35258 molar_mass_g_mol=673.307 de_lowest_kcal_mol=38.66
Co -0.07802 -1.61832 0.89742 -0.18 -0.09 0.49
C 1.89551 -4.34025 1.01473 0.03 -0.05 -0.07
N 2.79668 -3.93220 -0.05703 0.02 -0.20 0.13
C 3.19145 -4.98156 -1.00058 -0.06 0.01 0.00
C 2.81970 -2.63351 -0.41244 -0.08 0.21 -0.17
N 1.82890 -1.86264 -0.02902 0.21 0.03 0.05
C 1.96554 -0.48265 0.29278 0.00 -0.01 0.02
C 3.16063 0.36599 0.08845 0.04 0.07 -0.09
C 3.12298 1.50974 -0.59760 0.09 -0.08 0.05
C 1.99187 2.10148 -1.32116 -0.15 0.06 -0.08
C 0.67629 2.07428 -1.05752 0.15 0.06 -0.13
C 0.08720 1.39466 0.09922 -0.24 -0.01 0.15
N -0.93146 1.82879 0.75902 0.15 0.31 -0.26
C -1.47502 3.05766 0.41891 -0.08 -0.12 0.14
N -0.84381 4.17008 0.77812 0.06 -0.01 0.02
C 0.30111 4.11565 1.69089 -0.01 0.02 0.00
C -1.06146 5.46785 0.13352 -0.01 -0.01 0.01
N -2.66204 3.05008 -0.17925 -0.03 -0.06 0.04
C -3.16270 1.78481 -0.72761 0.00 0.03 0.00
C -3.68030 4.08747 0.02997 0.05 -0.02 -0.05
N 3.84893 -2.16120 -1.18649 -0.06 -0.09 -0.05
C 5.20985 -2.65980 -1.06836 0.02 0.01 -0.01
C 3.56142 -1.43817 -2.42129 0.03 0.04 0.11
H 2.23277 -5.29339 1.41446 0.03 -0.01 0.00
H 0.86570 -4.46422 0.66173 0.00 0.00 -0.01
H 1.91807 -3.60014 1.81097 -0.01 -0.01 0.01
H 3.18287 -5.93429 -0.47946 0.01 -0.01 0.02
H 4.19137 -4.82924 -1.38937 0.02 0.03 -0.02
H 2.48931 -5.03940 -1.83535 -0.01 -0.01 0.00
H 4.09844 0.03797 0.52208 -0.02 -0.03 -0.01
H 4.04895 2.06466 -0.70382 0.01 -0.02 0.02
H 2.29001 2.71700 -2.16462 0.00 -0.01 0.01
H 0.01044 2.65129 -1.69215 0.00 0.00 0.03
H 0.17779 3.30201 2.39877 0.00 0.00 0.01
H 0.34080 5.05353 2.24012 -0.02 0.01 0.00
H 1.23516 3.99149 1.13888 -0.01 0.00 0.00
H -1.61884 5.34522 -0.78978 0.01 0.00 -0.01
H -0.08384 5.88450 -0.10616 0.00 -0.01 -0.01
H -1.58209 6.16333 0.79059 0.00 0.00 0.00
H -2.38886 1.28219 -1.30199 -0.02 -0.02 0.00
H -3.98987 2.01286 -1.39497 0.00 0.01 0.00
H -3.50903 1.12296 0.07048 0.00 0.02 -0.02
H -3.36894 4.77594 0.80691 -0.01 0.01 0.02
H -4.59543 3.59711 0.35916 0.00 -0.01 -0.01
H -3.88394 4.63328 -0.88983 -0.01 0.02 0.00
H 5.31565 -3.26432 -0.17146 -0.01 0.00 0.02
H 5.89221 -1.81041 -0.99411 0.00 0.00 -0.01
H 5.50907 -3.24854 -1.93945 -0.01 -0.02 0.00
H 2.53852 -1.07162 -2.41135 -0.03 -0.01 0.00
H 3.69606 -2.09805 -3.28304 0.01 0.01 0.00
H 4.23592 -0.58841 -2.53093 0.01 0.01 0.02
Br -1.85611 -2.33650 -0.61389 -0.02 0.09 0.08
C -3.50366 -2.03232 0.32580 0.11 0.00 0.10
C -4.65763 -2.16147 -0.43075 0.04 -0.03 -0.08
C -5.89210 -1.98636 0.17156 -0.04 0.03 0.09
C -5.96784 -1.68430 1.52424 -0.03 -0.03 -0.09
C -4.81093 -1.55714 2.27445 0.06 0.02 0.10
C -3.56618 -1.72963 1.68034 0.04 -0.02 -0.17
I -1.87369 -1.51117 2.89097 -0.10 -0.11 -0.16
H -4.59030 -2.40919 -1.48196 0.00 0.00 0.02
H -6.79293 -2.09496 -0.41663 0.01 0.00 0.00
H -6.92912 -1.55525 2.00241 0.01 0.00 0.00
H -4.87488 -1.32905 3.33020 0.00 0.00 -0.01
N 1.26867 -0.32595 1.64868 0.05 -0.13 -0.07
C 0.63509 0.10246 0.45552 0.02 0.10 -0.17
H 1.60008 0.31930 2.35811 -0.02 0.03 -0.01